Record 1
C49H56BrN5OPPd as an isolated structure in a non-equilibrium geometry, computed with ωB97M-V/def2-TZVPD.

XYZ file:
```
114
Properties=species:S:1:pos:R:3:mulliken_charge:R:1
C 3.66 2.12 0.01 -0.5900
C -3.76 0.74 -0.47 1.0273
H -1.70 4.37 1.93 0.2410
H -2.28 2.61 4.79 0.4006
C 1.35 2.56 -0.45 -0.4163
C -1.16 3.53 2.38 -1.5293
C -4.87 2.82 0.12 -1.6497
H 7.15 9.63 -0.37 0.4113
N 4.37 6.09 -0.85 -0.5114
C -0.79 0.58 7.45 -0.6802
Pd 0.09 0.22 0.54 0.2367
H -2.73 0.36 8.33 0.4035
H -0.34 3.26 1.72 0.3091
C -1.98 -0.19 5.08 -0.6141
C -2.14 -1.25 1.27 -1.2501
H -4.26 -2.34 -2.03 0.4619
C 2.98 4.34 -0.70 0.1271
H -1.30 -3.31 1.38 0.3212
H -0.31 0.87 8.38 0.4383
H 1.62 1.66 4.30 0.5658
H 0.76 5.68 -1.62 0.4576
H 6.65 7.20 -0.59 0.4307
H -1.89 2.38 -0.96 0.3489
C 2.88 -4.39 0.62 -0.6614
C -2.15 0.29 7.42 -0.6454
H -5.38 1.60 -1.55 0.4137
C -0.90 2.81 -0.93 0.0795
H 2.60 0.18 4.49 0.4623
H -2.21 -1.17 -2.94 0.4062
H -3.31 -2.26 -0.55 0.0995
H -1.22 -2.67 -1.19 -1.6939
C -0.03 0.47 6.29 -0.8200
C -2.93 0.91 0.66 -1.2166
C -1.07 -2.27 1.17 -0.0074
H -1.17 -3.25 -3.56 0.4935
H 3.69 -1.16 -0.32 0.2791
N 0.07 2.06 -0.45 0.5637
C 6.14 9.29 -0.52 -0.5060
H -1.52 4.68 -1.77 0.5368
C -4.07 -1.74 -1.14 -1.2457
H 0.45 -2.76 -3.02 0.3250
H 3.85 -4.57 1.06 0.4031
H 2.51 8.07 -1.05 0.3510
H -5.64 3.55 -0.08 0.4233
C 1.10 -5.11 -0.79 -0.0914
C 2.30 -5.37 -0.16 -1.3798
H -1.44 -0.38 -1.56 -0.0987
H 2.43 -1.26 1.79 -1.3752
H -4.07 3.88 1.79 0.4771
C -0.68 4.12 -1.38 -1.6379
Br 5.46 12.04 -0.42 -0.1659
H 0.68 -5.84 -1.47 0.4536
H 4.45 1.44 0.30 0.3833
H 3.19 -3.33 3.38 0.4201
H -4.37 -0.02 -2.31 0.6004
H 4.78 -0.86 1.04 0.4428
H -2.46 -0.49 4.15 0.1280
C 3.51 8.43 -0.89 -0.0140
H 0.07 -4.47 -3.27 0.3961
C -2.93 2.63 3.91 -2.0393
C -2.10 2.35 2.65 2.7217
C 2.26 -3.17 0.85 0.3886
N 0.11 -1.92 0.80 1.3457
C 3.78 9.78 -0.80 -0.6866
H -2.15 0.58 -2.85 0.3860
H 2.36 0.91 2.88 0.0094
C 5.86 7.94 -0.64 -0.2769
H 4.78 -2.44 0.25 0.4544
C 0.96 -2.99 0.34 -1.1641
H -1.48 1.47 2.83 -2.1784
H -3.39 3.62 3.85 0.5120
C 4.55 7.50 -0.81 0.0961
H 1.34 -1.97 5.02 0.5682
C 3.78 -2.60 2.82 -1.9077
C -3.99 3.00 1.17 -0.1825
C -3.64 -0.33 -1.56 0.0872
C 2.36 1.66 -0.04 -0.2800
C 3.08 -2.10 1.55 2.9314
H 1.34 -2.52 3.32 0.0129
C -0.62 0.09 5.09 0.5377
C 1.89 0.70 3.85 -1.7084
C 5.10 10.20 -0.60 0.1388
C -1.89 -4.70 -1.33 -1.7802
C 1.64 3.87 -0.84 1.0816
H 4.74 -3.07 2.58 0.5297
H 4.00 -1.76 3.49 0.3237
H 1.03 0.69 6.34 0.3711
H 2.80 -6.32 -0.32 0.4094
H -0.16 -2.51 4.26 0.5278
O 2.02 0.42 0.26 -0.2840
H -3.13 -1.54 1.60 0.5138
C -2.28 -0.32 -2.26 -0.8841
H 4.96 3.83 -0.20 0.5345
H 2.99 10.51 -0.87 0.4054
H -3.81 -0.30 6.20 0.4537
H -1.52 -5.68 -1.62 0.3986
H -4.99 -1.71 -0.56 0.3818
C 3.95 3.46 -0.29 -0.7401
P 0.35 -0.27 3.57 2.4003
C 0.57 4.66 -1.31 -0.6874
C 4.15 -1.61 0.56 -1.7257
H -0.74 3.88 3.32 0.5233
N 3.19 5.71 -0.97 0.1548
N -1.88 -0.06 0.90 2.5375
C -3.01 2.05 1.47 0.7589
C -2.75 -0.09 6.23 -0.4947
H -2.26 -4.77 -0.30 0.3021
H -2.73 -4.45 -1.98 0.3948
C -4.73 1.71 -0.70 -0.8779
C -0.33 -3.52 -2.92 -1.7093
C -0.80 -3.64 -1.46 2.6677
H -3.72 1.90 4.05 0.3771
C 0.41 -3.92 -0.58 0.2966
C 0.78 -1.98 4.08 -1.4456
```

Calculated values
Energy ... -144025.74915 eV
Max |F| ... 0.02062 hartree/bohr
Net charge ... +1
Orbital gap ... 5.6 eV
Multiplicity ... 1

***

Record 2
C49H57AsCsIN9O5S2 as an isolated structure, computed with ωB97M-V/def2-TZVPD.

XYZ file:
```
125
Properties=species:S:1:pos:R:3:mulliken_charge:R:1
C 0.25 0.07 3.70 0.4211
H 3.14 -2.51 -4.00 0.4388
H -4.01 -7.28 1.33 0.3848
H 6.07 1.03 2.11 0.3577
C 3.11 0.60 0.16 -1.3475
C -0.38 -2.29 3.38 0.0917
H 0.44 -7.04 -2.76 0.3386
C 0.33 -6.24 -2.04 -0.7525
C 2.57 1.92 0.54 1.4412
H 2.08 -3.74 3.54 0.2779
H 5.32 7.52 1.01 0.3484
H -4.61 -4.78 -6.21 0.3437
C -0.84 3.72 -1.68 -0.7301
C -2.58 -3.36 -3.90 -0.3551
H -1.99 -2.83 2.51 -0.3122
C -0.81 -5.44 -2.06 -0.2803
C -4.10 -3.42 1.39 -0.8944
C 4.31 7.19 0.80 -0.4603
H -4.14 -2.34 1.42 0.1256
H 1.56 -3.12 5.12 0.3400
H 3.39 8.91 1.70 0.3673
S 2.67 -2.08 1.19 -0.1491
H 0.25 3.31 1.91 0.0981
C -4.40 -1.53 -1.03 -1.3289
C 4.34 2.22 2.21 -0.7291
C 4.48 0.18 0.86 -0.2599
C 3.19 -0.48 1.16 -0.5577
H 2.14 5.26 3.26 0.1242
H -1.34 4.79 -5.57 0.3383
H 3.81 4.96 2.75 0.3032
H 6.83 6.28 -0.12 0.3203
H -0.20 6.13 -5.28 0.2645
C -0.79 -4.67 3.32 -1.4027
C 1.51 3.52 -0.75 -0.2706
H -0.47 -5.58 3.83 0.3412
N 2.70 4.30 -0.79 -0.2787
C -4.64 -5.54 2.42 -0.6224
H -1.63 -2.82 -3.83 0.2504
H -3.57 2.14 -0.56 0.4206
C 1.33 -6.01 -1.09 -0.8561
O -3.59 0.26 2.79 -0.6675
C 5.05 1.16 1.78 -1.2082
H -4.28 -0.96 -1.95 0.5535
H 1.19 1.78 3.26 0.1816
C -1.35 4.20 -2.90 1.2224
H -0.04 -3.34 0.48 0.2134
H -5.06 -4.55 -1.95 0.3459
C 1.60 -2.04 -2.53 -0.5719
C -2.66 3.93 -3.26 -0.3661
O 2.33 3.67 2.07 0.9507
C -4.49 -4.34 -2.85 -0.4777
H -4.47 2.94 -2.66 0.4304
C 6.39 5.36 0.28 -0.9738
C 2.80 5.53 -0.13 0.1041
C 1.31 -3.81 4.32 -1.0346
H -5.90 -5.29 -4.15 0.3788
C 2.25 -1.98 -3.71 -0.3449
C -1.59 2.99 -0.76 -0.8178
C -3.29 -3.64 -2.74 -0.0047
H 4.78 2.89 2.94 0.4631
O -0.48 4.93 -3.69 -0.4054
C 4.10 5.99 0.15 1.1375
As -2.58 -2.99 -1.04 1.4663
H 2.09 0.42 2.87 -0.2503
H -0.90 1.55 3.72 0.2451
O -0.70 3.19 2.02 -0.8691
C 2.88 4.49 3.08 -1.3578
O 5.10 5.14 -0.24 -0.3639
C -4.96 -4.75 -4.09 -0.7482
H -3.44 1.17 2.52 0.3098
H 2.22 -6.62 -1.08 0.3510
C -2.91 2.73 -1.19 0.1261
H -1.86 -4.54 3.53 0.4941
H -4.30 -0.82 -0.20 0.4220
C -3.44 3.18 -2.39 -0.8897
N 0.48 -1.25 -2.44 0.8383
C -4.03 -6.19 1.36 -0.6194
C 1.94 7.53 0.93 -0.9915
H 1.95 -4.75 0.54 0.4083
C 0.29 -0.59 -3.54 -0.6546
C 1.73 6.32 0.28 -0.6508
H 0.85 4.82 -2.08 0.4586
H -1.85 6.19 -4.61 0.3911
S 1.44 -0.90 -4.77 -0.2455
Cs -0.98 -0.12 0.22 0.6750
H 1.48 -1.52 3.48 0.1819
H -2.96 -5.99 -0.49 0.3567
C -4.66 -4.15 2.44 -0.2774
H -0.68 -4.82 2.24 0.4535
I -6.57 -1.90 -1.01 -0.3199
H 5.18 -0.38 0.24 0.4325
H 6.99 4.51 -0.03 0.2843
N 1.40 0.83 3.51 -0.3867
N -0.92 0.55 3.88 -0.7428
C 3.07 2.58 1.61 0.1164
H -1.01 3.03 1.07 0.1319
H 1.09 8.11 1.25 0.3728
C -0.99 -4.39 -1.15 0.3415
H 6.37 5.41 1.37 0.3896
H -5.13 -3.62 3.26 0.4282
H 2.98 0.33 -0.89 0.3748
N -0.03 -3.55 3.82 0.2403
H -5.08 -6.10 3.23 0.3184
C -3.48 -4.07 0.33 0.6893
N 0.53 -1.29 3.76 -0.0001
C -1.00 5.54 -4.84 -1.0176
C 0.03 -4.17 -0.23 -0.6613
H -2.48 -3.53 -6.04 0.4100
H 1.89 -2.63 -1.67 0.2115
H 3.06 3.93 4.00 0.4106
H -1.57 -5.64 -2.80 0.3336
H -3.07 4.29 -4.20 0.3348
C -3.45 -5.46 0.32 -0.0608
H 1.33 -4.82 4.73 0.3522
H -2.72 -0.01 3.16 0.4232
H 3.51 3.73 -0.61 0.6558
N 1.46 2.36 -0.20 -0.0747
C 3.23 7.97 1.19 -0.6213
N 0.52 4.11 -1.45 0.4043
C 1.17 -4.96 -0.19 -0.0021
H -0.53 0.11 -3.69 0.4136
C -4.24 -4.47 -5.24 -0.4913
H 0.72 5.96 0.12 0.4340
C -3.05 -3.76 -5.15 -0.4931
N -1.42 -2.01 2.70 -0.1500
```

Calculated values
Energy ... -166541.42672 eV
Max |F| ... 0.01151 hartree/bohr
Net charge ... -2
Orbital gap (spin up / spin down) ... 5.1 / 5.1 eV
Expectation value of S² ... 0.76
Multiplicity ... 2

***

Record 3
C49H57BN7O3PPbS3 as an isolated structure, computed with ωB97M-V/def2-TZVPD.

XYZ file:
```
122
Properties=species:S:1:pos:R:3:mulliken_charge:R:1
C 0.25 -4.87 1.39 -0.4004
H 2.19 1.14 4.99 0.3563
H 2.84 -5.58 -0.72 0.6268
C -4.42 2.27 -1.81 2.3510
H -1.30 -1.46 -4.12 0.4070
H 3.38 1.46 3.76 0.3220
H -2.50 -5.59 4.07 0.4556
H -6.41 1.35 -1.71 0.3362
H 3.64 -2.89 -4.71 0.4169
C 5.05 -0.74 0.23 -0.5734
H -4.14 4.29 -1.05 0.1894
N 0.76 1.46 -0.95 -0.4104
C 0.04 -0.12 -3.11 0.2992
C -0.52 -0.37 -1.81 1.0593
C -3.29 2.36 -2.83 -1.9992
H 1.38 1.09 -4.20 0.5175
H 0.58 -8.26 1.72 0.3842
C 1.97 3.73 -3.34 -1.8923
C 1.33 -4.67 0.47 0.2136
C 1.79 -7.05 0.45 -1.1287
C -5.56 1.42 -2.39 -1.8641
C 5.71 -2.96 0.85 -0.5866
C 2.35 2.76 -2.21 2.1240
C -3.94 1.62 -0.53 0.1481
H -2.50 5.78 0.91 0.6094
C 3.71 2.11 -2.53 -1.6275
C -0.58 -3.83 1.90 0.7882
H -6.22 0.98 2.72 0.4651
C 0.77 -4.44 -3.82 -0.7095
C 0.94 0.89 -3.23 -1.0898
H -2.92 1.36 -3.09 0.2255
C 6.03 -1.63 0.64 -0.9365
O -3.65 -2.18 1.19 -0.5528
C 0.83 3.36 3.16 -0.9310
H -1.67 4.46 0.06 0.2873
H 6.47 -3.65 1.21 0.3865
H 5.29 0.31 0.09 0.3997
H 3.59 -2.27 -2.34 0.4786
H -0.02 -5.06 -4.22 0.4323
H 3.66 1.50 -3.44 0.3432
C 1.42 2.15 3.29 0.0333
N -0.03 1.36 1.57 0.5762
C 0.95 1.07 2.45 1.4101
H -4.79 0.91 3.79 0.3666
C -1.75 -5.41 3.31 -1.2170
S -2.33 -0.47 3.05 -0.4827
H -0.09 -4.41 -1.86 0.4573
H -0.75 5.47 4.17 0.3644
S -1.59 -1.66 -1.51 -0.6694
N 2.98 -3.24 3.63 -0.1570
C 0.09 5.95 1.63 -1.6625
C 2.05 -5.74 0.00 -0.4483
N -0.15 0.47 -0.81 0.6114
H 1.15 4.19 3.78 0.3937
C -1.53 -4.10 2.84 -0.6272
C -2.05 4.80 1.03 -2.2232
Pb -0.37 -1.78 1.22 2.5381
H 4.47 2.88 -2.67 0.4962
H -0.40 6.93 1.58 0.4713
C -2.98 0.39 1.74 0.6029
N -0.60 2.58 1.45 -0.0037
H -5.78 3.66 -0.80 0.3466
H -2.17 4.47 3.80 0.3365
C 4.42 -3.41 0.65 -0.7102
H 2.38 -7.88 0.08 0.4196
H 2.02 3.26 -4.32 0.3409
C -0.36 -0.94 -4.29 -1.8615
C -1.53 5.27 3.43 -1.8671
H 4.16 -4.43 0.89 0.4232
C 1.82 -4.02 -4.63 -0.7693
C 1.75 -3.29 -1.93 0.6500
H -3.66 2.84 -3.74 0.5508
H -5.37 -0.55 3.01 0.3200
H -5.84 1.73 0.51 0.4015
H 0.50 5.72 0.65 0.3005
H 1.86 -4.32 -5.67 0.3563
C -0.22 3.55 2.21 0.1341
H -2.13 6.17 3.32 0.4820
H 2.66 4.58 -3.34 0.4794
C 3.76 -1.18 0.02 -0.3751
H 2.68 2.88 -0.06 0.1378
C 2.78 -2.86 -2.75 -0.5161
C -1.01 -6.43 2.81 -0.7876
P 1.73 -3.00 -0.11 1.1852
C 3.44 -2.52 0.23 0.6804
C 0.01 -6.19 1.84 0.8996
H -5.21 0.41 -2.60 0.3675
C 1.31 1.66 -2.11 0.6134
H -1.16 -7.45 3.15 0.3970
H -5.91 1.86 -3.33 0.4795
H -2.82 4.09 1.35 0.2274
H 0.41 -1.70 -4.48 0.1015
N -2.70 1.26 -0.47 -0.1794
C -4.36 0.80 1.70 0.4223
H 2.98 -0.48 -0.28 0.5082
C 2.51 1.89 4.26 -1.8474
H -3.62 -2.09 2.15 0.2001
O 3.89 -2.43 3.44 -0.3868
H 0.96 4.12 -3.19 0.3262
H -2.45 2.94 -2.45 0.2857
C 0.73 -4.07 -2.48 -0.4337
C -0.93 4.89 2.06 2.5731
H 2.80 2.80 4.78 0.4391
H -5.27 4.17 -2.41 0.4924
O 2.09 -3.27 2.72 -0.0781
H 7.04 -1.28 0.82 0.3538
C 0.79 -7.26 1.35 -0.9623
H 1.52 4.05 -0.67 0.2095
B -0.73 0.40 0.61 -1.8729
H 3.25 4.28 -0.98 0.5845
N -2.24 0.66 0.64 0.3947
C 2.82 -3.22 -4.09 -0.6568
C -4.93 3.68 -1.50 -1.5704
H 0.92 6.03 2.33 0.3650
C -5.24 0.53 2.87 -1.9743
C -4.81 1.41 0.58 -0.6332
H -3.73 -3.13 1.02 0.3454
C 2.46 3.54 -0.90 -1.9522
H -2.12 -3.29 3.27 0.3163
H 4.02 1.46 -1.71 0.1781
S 1.62 -0.47 2.62 -0.4804
H -0.44 -0.31 -5.18 0.5387
```

Calculated values
Energy ... -116030.08376 eV
Max |F| ... 0.01908 hartree/bohr
Net charge ... 0
Orbital gap ... 6.1 eV
Multiplicity ... 1